(1)
73
Properties=species:S:1:pos:R:3:forces:R:3 method="wB97M-V/def2-TZVPD" multiplicity=1 gap_ha=0.2873
S -0.51542 1.04626 -3.05720 0.69 0.28 -0.16
F 1.83774 0.07068 0.26301 -0.22 -0.15 0.00
O 0.43261 0.43498 -1.89287 -0.27 -0.08 -0.10
O 0.17075 -0.83163 1.37662 0.23 -0.05 -0.14
O -1.73651 1.52433 -2.47204 -0.12 -0.38 0.29
O -0.93654 -0.35441 -3.83321 -0.27 0.45 -0.14
N 4.67871 2.66138 5.32642 0.00 -0.04 0.05
N 0.08266 -0.56301 -4.84818 0.43 -0.09 0.20
N 1.81038 -0.93739 3.90247 -0.03 0.03 0.00
N -2.94667 -2.79918 -3.49610 0.06 -0.07 -0.01
N -4.01553 0.11983 -4.74555 0.03 -0.21 -0.07
N -3.91157 -0.30349 2.49238 0.04 -0.01 0.02
N 3.41049 1.19643 -3.09586 -0.16 -0.01 0.02
C 3.97958 3.71091 5.85452 -0.01 -0.04 -0.01
C 5.51530 1.82936 -3.29247 0.00 -0.01 0.01
C -4.83584 -0.23617 3.49960 0.01 0.00 -0.04
C -2.90737 -3.31982 -2.23322 0.05 0.05 0.00
C -2.76160 -4.67796 -2.34148 0.03 -0.01 0.00
C 2.96829 -0.61364 5.75989 0.06 0.06 0.03
C -5.83067 1.17295 -4.05311 0.01 -0.08 -0.08
C 4.55971 4.86906 5.40932 0.01 0.01 -0.01
C -2.82845 -3.80710 -4.41211 0.03 0.03 0.00
C 5.18436 1.76880 -1.90905 -0.02 0.00 -0.09
C 0.60503 -0.42580 0.35102 -0.05 0.12 0.22
C -5.05100 -0.35879 -5.50896 0.03 0.08 0.01
C 4.39826 1.46942 -4.00114 0.03 0.01 0.10
C 2.19962 0.00606 4.80761 0.00 0.06 -0.02
C 3.87478 1.37659 -1.82502 0.06 0.02 -0.03
C 2.31533 -2.15471 4.26411 0.00 0.01 -0.03
C -4.18943 -0.49229 4.67798 0.02 0.00 0.02
C -2.67870 -0.59991 3.01356 -0.03 0.02 -0.02
C 5.65436 4.50108 4.58043 0.00 0.02 0.00
C -4.48290 1.04701 -3.85529 -0.08 0.06 0.07
C 5.70072 3.13243 4.55116 -0.02 -0.03 0.00
C -0.18067 -0.41729 -0.92759 0.07 -0.07 0.00
C -2.71081 -4.98771 -3.72680 0.02 -0.01 0.00
C -6.18958 0.28368 -5.10665 -0.02 -0.02 0.06
C 3.04286 -1.98963 5.41321 0.00 -0.01 -0.03
C -2.82061 -0.72289 4.36966 0.01 0.00 0.02
H 4.22567 1.38527 -5.05993 0.02 0.00 -0.01
H 6.32886 5.16464 4.06611 0.00 0.01 0.00
H -4.88948 -1.11091 -6.26196 -0.01 0.01 -0.03
H 3.13323 3.54570 6.49908 -0.01 0.01 0.01
H -2.03023 -0.95313 5.06459 0.01 0.00 0.00
H 2.11536 -3.03372 3.67579 0.00 -0.01 0.01
H 3.22048 1.20646 -0.99102 0.14 0.07 0.05
H -0.24044 -1.44591 -1.29694 -0.01 0.06 -0.03
H -3.80623 1.51457 -3.16556 -0.11 0.09 0.01
H 3.56686 -2.76521 5.94554 0.00 0.00 0.01
H 4.23687 5.86774 5.65058 0.00 0.01 0.00
H 3.42459 -0.13804 6.61381 -0.05 -0.03 0.05
H -2.83972 -3.60256 -5.46961 -0.04 -0.02 -0.01
H -0.27864 -1.34954 -5.37723 -0.05 -0.07 0.08
H 5.83244 1.98690 -1.07738 0.01 0.02 0.00
H 1.23906 -0.76497 3.08935 0.05 -0.07 0.13
H -3.05407 -0.15799 -4.82021 0.06 0.16 -0.08
H -4.64531 -0.51249 5.65336 0.00 0.00 0.01
H 1.89920 1.03491 4.69874 0.00 0.01 0.02
H 6.37028 2.45744 4.04684 0.01 0.00 -0.01
H -7.17427 0.12778 -5.51367 -0.01 0.00 0.00
H -1.18019 -0.07296 -0.65800 -0.02 0.03 -0.15
H 2.47707 0.89170 -3.29813 0.04 -0.07 -0.16
H -2.70227 -5.37214 -1.52047 -0.01 -0.01 0.01
H 4.46910 1.69031 5.48179 -0.01 -0.02 -0.07
H -4.11191 -0.15919 1.52079 -0.01 0.01 -0.01
H -5.86791 -0.01223 3.29243 -0.01 0.00 0.01
H -1.80727 -0.69801 2.38734 -0.14 -0.01 0.06
H -2.60429 -5.96406 -4.16814 0.00 -0.01 0.00
H -2.99020 -2.68450 -1.36751 -0.05 -0.02 0.01
H -3.05162 -1.82688 -3.71778 -0.17 -0.01 0.11
H 0.05782 0.25796 -5.45112 -0.23 -0.09 -0.14
H 6.46611 2.10400 -3.71712 0.01 0.00 0.00
H -6.48884 1.82432 -3.50382 -0.01 0.01 -0.01

(2)
31
Properties=species:S:1:pos:R:3:forces:R:3 method="wB97M-V/def2-TZVPD" multiplicity=3 gap_ha="0.2876 / 0.3004"
Si 0.86714 -1.77927 -0.24716 -1.87 -1.44 1.85
N -1.96015 -0.43153 3.63842 -0.36 0.86 0.91
N -0.98155 -1.30416 1.88468 -1.36 -0.36 -0.78
C -0.97762 1.55064 -1.76368 0.25 4.17 1.33
C -0.78896 2.98042 -1.82331 -0.49 -2.01 -0.89
C -0.78694 3.05126 0.56066 -0.27 -1.05 4.47
C -2.16530 -0.80381 2.40162 -0.08 -1.74 1.19
C -0.61492 -0.58903 3.93546 -0.08 0.01 0.51
C 2.15249 -0.48369 0.20878 -0.90 0.81 -0.55
C -0.02972 -1.20238 2.87529 2.92 0.09 -2.12
C -0.77873 3.66348 -0.61948 0.69 1.35 -1.87
C 0.45880 -1.95767 -2.10470 1.04 2.95 0.52
C -0.87739 -1.70413 0.55715 3.28 0.20 0.92
C -1.00097 1.67222 0.66650 -0.48 -0.05 1.74
C -1.16771 1.09147 -0.52113 0.06 -2.14 -0.52
H -1.78434 -1.74977 0.05325 -1.51 0.03 -0.80
H 2.98591 -1.12266 0.47622 0.58 0.43 -0.08
H -3.16740 -1.11464 1.99799 1.29 0.92 0.14
H -0.72240 3.37079 -2.85005 0.08 0.43 0.83
H 1.97971 0.32720 0.94979 -0.17 -0.96 -0.19
H 1.33212 -3.05491 0.63848 -0.05 1.00 -1.49
H 1.42847 -1.62601 -2.62173 -1.65 -0.62 0.16
H -0.68404 3.68219 1.49950 -0.15 -0.93 -1.21
H 0.19341 -2.95288 -2.29464 -0.22 -1.43 -0.62
H -0.10724 -0.28955 4.89379 -1.02 -0.37 -1.20
H -1.16727 1.04113 1.58019 0.46 1.41 -0.69
H -0.66044 4.70363 -0.45572 0.09 1.12 -1.03
H 2.27190 0.07396 -0.73264 0.64 -0.23 0.15
H -0.43361 -1.26278 -2.36277 1.68 -1.08 0.40
H -0.98109 1.01434 -2.62530 -0.16 -1.63 -2.34
H 1.06546 -1.40353 2.52677 -2.26 0.30 1.27

(3)
17
Properties=species:S:1:pos:R:3:forces:R:3 method="wB97M-V/def2-TZVPD" multiplicity=1 gap_ha=0.4110 de_lowest_ev=1.4170 smiles=O[C@H]1CC[C@H](O)C1
O 1.69418 -1.76171 0.16013 0.23 0.40 0.31
O -0.14127 1.89266 -1.17552 -0.08 0.03 -0.22
C 0.75119 -0.81348 -0.26921 -0.36 0.78 -0.01
C -1.43356 0.16381 0.03802 -0.17 0.10 -0.02
C 0.90691 0.52396 0.51730 -0.12 -0.12 -0.24
C -0.69683 -1.19300 0.01337 0.02 0.00 0.00
C -0.34317 1.26821 0.08187 -0.16 0.01 0.29
H -2.09148 0.23202 0.90759 0.02 0.04 -0.11
H 1.82218 1.10072 0.31767 -0.23 -0.26 -0.16
H 0.90215 -0.62262 -1.34488 -0.04 -0.06 0.12
H -0.71017 -1.68158 0.99559 -0.05 0.12 -0.13
H -1.10563 -1.90825 -0.70731 0.07 0.16 0.07
H -2.04673 0.32742 -0.85172 -0.01 -0.03 0.10
H 0.87026 0.33745 1.60801 -0.07 -0.20 -0.37
H 0.09248 1.21008 -1.81544 -0.03 0.13 -0.01
H 2.13259 -1.15921 0.76607 1.01 -1.05 0.42
H -0.60309 2.08352 0.75847 -0.04 -0.07 -0.05

(4)
26
Properties=species:S:1:pos:R:3:forces:R:3 method="wB97M-V/def2-TZVPD" multiplicity=1 gap_ha=0.2931 de_lowest_ev=0.0000
Cl 1.97574 -2.65440 0.58020 0.29 -0.37 0.22
Si -2.09256 -1.30184 0.54590 1.64 0.58 -1.55
Si 1.03070 -1.09962 -0.37239 -2.17 0.53 1.19
C 1.73681 0.69530 1.70001 -0.08 -0.30 -0.17
C 3.32700 0.52365 -0.22190 -0.13 -0.24 -0.07
C 1.84986 0.53939 0.18443 0.11 0.00 0.04
C -2.81333 -2.51830 -0.71673 0.19 0.32 0.31
C -2.80974 0.44701 0.35362 0.19 -0.43 0.06
C 1.16121 1.72240 -0.49122 -0.13 -0.29 -0.09
H 1.18422 1.62046 -1.57397 -0.01 0.08 -0.20
H -2.61239 -3.53774 -0.41078 0.06 -0.24 0.09
H 3.42995 0.43882 -1.30362 0.09 -0.01 -0.09
H 2.25347 -0.11232 2.21162 0.07 -0.09 0.14
H 0.12206 1.79243 -0.17935 -0.19 0.08 0.02
H -3.89788 0.43540 0.38677 -0.16 -0.11 0.04
H -2.46741 1.10098 1.15040 0.11 0.06 0.13
H -3.88899 -2.40599 -0.83033 -0.18 0.07 0.09
H -2.51687 0.89666 -0.59135 0.07 -0.03 -0.13
H 0.69377 0.67570 2.00666 -0.17 0.03 0.13
H 1.26985 -1.33700 -1.79687 -0.06 0.03 -0.39
H -2.27596 -1.77957 1.92228 0.13 -0.09 0.19
H 3.84751 -0.31368 0.23914 0.12 -0.06 0.01
H 2.17240 1.63777 2.02421 0.09 0.19 0.01
H -2.36329 -2.37836 -1.69445 0.09 0.10 -0.11
H 1.66142 2.65466 -0.22841 0.06 0.08 0.04
H 3.82357 1.44314 0.09089 0.00 0.12 0.06

(5)
69
Properties=species:S:1:pos:R:3:forces:R:3 method="wB97M-V/def2-TZVPD" total_charge=-1 multiplicity=2 gap_ha="0.2281 / 0.2019" de_lowest_ev=1.2923
Hg 0.28682 -0.31312 -0.74912 0.10 0.13 -0.02
Se -1.28678 -4.92753 -1.45241 0.04 -0.03 0.01
O 1.63594 1.55578 -0.56982 -0.17 0.14 -0.18
O -1.20687 -1.59830 0.16636 -0.05 -0.60 0.17
O -2.05352 1.13501 2.51400 0.17 -0.02 -0.05
O -0.38215 -1.20033 -2.96078 -0.08 -0.24 0.03
O -2.07146 -3.64279 0.74061 -0.05 -0.02 -0.09
N -0.32608 2.61536 -1.29145 -0.04 -0.11 0.06
N 0.21999 1.11902 2.21143 -0.51 0.21 -0.18
N -0.04662 -5.12194 -2.72701 -0.01 0.05 0.00
N 0.97845 -2.08154 1.79735 0.02 -0.06 0.02
N -0.79316 0.20733 4.15878 -0.03 0.06 -0.04
N -0.26953 -3.64152 -0.62053 -0.03 0.18 -0.17
N 1.66916 -2.36744 -1.10186 -0.11 -0.14 -0.02
N -0.77482 1.36852 -1.69976 0.37 0.32 -0.02
N 2.46533 1.15267 1.95642 -0.01 -0.22 0.40
N -0.13576 -2.95038 1.73510 -0.07 0.12 -0.12
C 0.42357 -0.01901 4.69166 0.08 -0.02 -0.03
C 0.86152 2.59222 -0.76754 -0.03 -0.04 -0.15
C 1.20156 6.32453 -0.16710 0.02 0.02 -0.01
C -3.21964 -2.89735 1.12899 0.07 -0.01 -0.01
C 0.79892 -3.33579 -1.39064 -0.02 -0.21 0.14
C -2.83420 2.50471 -2.33065 -0.01 -0.03 -0.08
C -0.92886 0.86326 2.88726 -0.06 -0.16 0.23
C -1.93460 1.29403 -2.29793 0.00 -0.04 -0.21
C 1.39467 0.85749 2.72092 0.23 0.09 -0.03
C 0.91894 -4.21492 -2.53136 0.03 0.04 -0.02
C -2.23852 -2.07123 -4.15057 -0.03 -0.03 0.01
C -2.00379 -0.22234 4.83628 -0.02 -0.02 -0.06
C 2.73008 4.03339 0.06804 0.09 0.01 -0.03
C 2.95156 -3.04682 -3.02473 0.02 0.00 -0.03
C 3.27021 5.26587 0.41833 -0.03 -0.01 -0.04
C 1.42025 3.92914 -0.38857 0.05 0.00 0.02
C 2.50967 6.41883 0.29921 -0.04 -0.06 0.02
C -1.59009 -1.01384 -3.27071 0.04 0.35 0.00
C 1.55939 0.30502 4.03684 0.04 -0.08 0.04
C 0.66060 5.09460 -0.50167 -0.02 0.00 0.06
C 2.73124 -2.24301 -1.92040 -0.03 0.06 0.00
C -2.36821 0.11649 -2.96205 0.02 -0.10 0.18
C -0.92682 -2.81174 0.50637 0.04 0.29 0.22
C 2.04173 -4.04208 -3.35063 -0.02 0.02 0.02
H 3.82329 -2.87127 -3.64101 0.00 -0.01 0.02
H 2.16377 -4.66963 -4.22434 -0.01 0.01 0.04
H -3.28542 -2.22855 -3.88430 0.01 0.01 -0.02
H 0.11841 -3.92528 1.84144 0.03 -0.08 0.03
H -3.96464 -3.63087 1.43245 0.00 -0.02 0.02
H 2.92541 7.38176 0.57072 0.01 0.00 -0.01
H -2.30390 -1.21705 4.49964 0.03 0.00 0.00
H 3.33354 3.13732 0.12714 -0.04 0.03 0.03
H -1.69071 -3.00847 -4.05989 0.00 0.01 0.02
H -2.80257 0.46937 4.58830 0.01 0.04 0.02
H -3.38473 0.11991 -3.33663 0.02 0.02 0.01
H -3.59726 -2.29665 0.30229 0.01 0.01 -0.01
H 3.42377 -1.45107 -1.66128 -0.03 0.04 -0.06
H 1.15973 -1.86163 2.76569 0.00 0.03 0.01
H 1.80729 -2.47087 1.36281 0.01 0.00 -0.07
H 0.44359 -0.47703 5.67277 -0.06 -0.01 0.02
H 0.60365 7.22259 -0.27253 -0.02 -0.02 0.03
H 2.24939 1.36321 0.97223 0.03 0.09 -0.23
H 2.53259 0.12453 4.46966 -0.02 0.03 0.01
H -1.83828 -0.23457 5.91254 0.03 -0.01 0.02
H 4.29078 5.32348 0.77948 -0.01 -0.01 -0.01
H -2.19773 -1.74660 -5.19368 0.00 -0.02 0.00
H -3.30557 2.63310 -1.35298 0.04 0.03 -0.01
H -3.60669 2.38614 -3.09021 0.00 -0.02 0.05
H -2.98457 -2.22861 1.95872 -0.01 -0.02 0.02
H -2.24822 3.39885 -2.53161 -0.03 0.01 0.01
H 3.35708 0.75977 2.19325 0.04 0.00 0.09
H -0.36010 5.00785 -0.84733 0.01 0.00 -0.03

(6)
63
Properties=species:S:1:pos:R:3:forces:R:3 method="wB97M-V/def2-TZVPD" multiplicity=1 gap_ha=0.3745 de_lowest_ev=0.3347 smiles="COP(=O)(OC)OC.COP(=O)(OC)OC.COP(=O)(OC)OC.CO.CO"
P 14.30343 16.98146 -2.10650 0.00 -0.06 -0.29
P 16.88908 24.38481 -7.97355 -0.15 0.07 -0.52
P 11.91574 20.43642 -5.95662 -0.99 0.14 -0.02
O 17.36797 21.04917 -4.82201 -0.06 -0.28 0.73
O 17.56997 22.99088 -8.28438 -0.29 0.70 -0.49
O 11.42818 18.92944 -5.82694 0.47 0.61 0.07
O 13.48845 20.38065 -6.12425 -0.11 -0.13 -0.08
O 13.40951 15.80518 -2.68533 -0.30 0.58 0.35
O 19.32512 18.94436 -4.89031 -0.20 -0.04 -0.17
O 15.28329 17.54361 -3.04230 -0.07 -0.20 0.46
O 17.46512 24.85684 -6.56645 -0.46 0.11 0.14
O 14.98067 16.37269 -0.79295 -0.04 0.43 -0.23
O 17.02685 25.36584 -9.06120 0.00 -0.48 0.59
O 15.39555 23.95811 -7.59707 0.72 -0.18 -0.24
O 13.16022 17.97141 -1.59527 0.33 -0.84 0.03
O 11.72992 20.96503 -4.45439 0.01 -0.67 -0.16
O 11.17954 21.19169 -6.97813 0.49 -0.22 0.35
C 16.25297 20.42110 -4.20028 0.50 -0.91 -0.37
C 14.12877 15.95297 0.27440 -0.27 -0.41 0.32
C 18.56272 17.81056 -4.45233 0.14 0.23 0.07
C 12.14883 18.02533 -4.99239 0.42 -0.90 0.16
C 12.11230 22.27946 -4.10535 -0.01 0.83 -0.05
C 13.61209 19.17902 -0.99831 0.48 1.04 0.47
C 17.74125 21.98229 -7.30204 0.20 -0.21 0.76
C 14.43058 24.89094 -7.14955 -0.28 0.29 1.25
C 14.13877 20.97957 -7.24634 0.78 0.97 0.08
C 18.61530 25.69554 -6.47994 0.20 0.34 -0.33
C 14.02543 14.64257 -3.22553 0.50 -0.51 -0.20
H 11.67755 17.91192 -4.01758 -0.11 0.23 -0.03
H 14.67753 19.20091 -0.74365 0.06 -0.33 -0.48
H 11.29760 22.78827 -3.58741 -0.14 -0.27 -0.04
H 14.66508 15.20036 0.84936 0.08 0.05 -0.09
H 15.11334 14.63254 -3.11135 -0.08 0.26 0.06
H 14.31731 20.29335 -8.07087 -0.33 -0.18 0.08
H 13.20417 15.50908 -0.10088 0.07 0.02 -0.06
H 13.20408 18.27408 -4.85771 -0.13 0.40 -0.02
H 15.77202 19.72312 -4.89694 -0.22 0.24 0.03
H 19.15063 16.89636 -4.53990 -0.06 -0.05 0.05
H 12.96828 22.27914 -3.43203 0.15 -0.21 -0.10
H 13.14372 19.37469 -0.03128 -0.55 -0.33 -0.27
H 12.16062 17.04739 -5.47770 -0.28 0.09 -0.08
H 17.25045 21.05740 -7.60174 -0.08 0.12 -0.24
H 18.07099 20.38294 -4.91336 -0.04 0.12 0.08
H 17.37195 22.24330 -6.30701 -0.03 0.29 -0.65
H 20.13534 19.00775 -4.37881 -0.02 -0.04 0.07
H 19.44498 25.08114 -6.13591 0.13 0.16 -0.06
H 17.68657 17.74056 -5.09185 0.04 0.01 -0.06
H 12.33635 22.88664 -4.98597 0.11 -0.09 -0.01
H 15.54168 21.17681 -3.88656 -0.02 0.10 0.08
H 18.21131 17.95566 -3.42989 0.02 -0.16 0.04
H 13.40587 19.99992 -1.68212 -0.03 0.02 0.03
H 14.27598 24.74697 -6.07099 0.05 -0.20 -0.14
H 13.47593 24.69511 -7.63181 0.15 0.13 -0.31
H 13.62743 21.88273 -7.57393 -0.37 -0.30 -0.20
H 16.57548 19.78495 -3.37035 -0.18 0.33 0.24
H 13.64650 13.76265 -2.70354 -0.18 0.13 -0.09
H 18.80631 21.77326 -7.18400 0.03 0.06 -0.17
H 13.80790 14.58147 -4.29172 -0.12 0.00 0.10
H 15.10046 21.35156 -6.89065 0.01 -0.31 0.10
H 18.82305 26.17392 -7.43980 0.12 -0.33 -0.07
H 14.74015 25.93438 -7.22481 0.03 -0.08 -0.58
H 18.44209 26.52451 -5.79364 -0.23 -0.31 0.27
H 13.86323 16.77154 0.94489 0.15 0.16 -0.18

no.,E (Ha)
1,-2193.3090
2,-865.6553
3,-346.9734
4,-1277.9832
5,-4409.9931
6,-2517.7744